{
  "formula": "C5H41NO15",
  "method": "ωB97M-V with the def2-TZVPD basis set",
  "elements": ["C", "C", "C", "C", "N", "C", "H", "H", "H", "H", "H", "H", "H", "H", "H", "H", "H", "H", "H", "O", "H", "H", "O", "H", "H", "O", "H", "H", "O", "H", "H", "O", "H", "H", "O", "H", "H", "O", "H", "H", "O", "H", "H", "O", "H", "H", "O", "H", "H", "O", "H", "H", "O", "H", "H", "O", "H", "H", "O", "H", "H", "O"],
  "positions_angstrom": [[-1.649, 1.954, -3.648], [-1.685, 1.984, -2.107], [-0.293, 1.574, -1.658], [-0.157, 0.295, -1.312], [1.121, -0.118, -0.866], [1.291, -1.451, -0.322], [-2.086, 0.995, -3.899], [-2.000, 2.842, -4.167], [-0.606, 1.985, -4.096], [-2.503, 1.262, -1.916], [-1.957, 2.938, -1.672], [0.616, 2.156, -1.713], [-0.937, -0.355, -0.985], [1.858, 0.196, -1.573], [0.588, -2.172, -0.792], [1.378, -1.454, 0.828], [2.251, -1.753, -0.779], [3.774, 0.672, 3.559], [2.745, 1.138, 4.618], [3.276, 0.394, 4.341], [-0.476, 0.867, 1.307], [0.016, -0.513, 1.769], [-0.805, -0.042, 1.546], [-1.330, -4.807, -1.005], [-0.996, -3.550, -0.489], [-1.433, -4.354, -0.166], [-3.025, -1.347, -3.058], [-3.990, -0.755, -2.084], [-3.396, -1.481, -2.179], [4.013, 0.609, -0.970], [3.685, -0.546, -0.104], [3.909, -0.342, -1.048], [-4.884, 0.488, -0.238], [-3.707, -0.341, 0.335], [-3.974, 0.266, -0.361], [3.620, -0.385, -2.959], [3.316, 1.084, -3.159], [3.666, 0.297, -3.646], [3.593, 2.798, -2.051], [2.427, 2.850, -0.850], [2.988, 2.309, -1.478], [1.635, -4.313, 1.937], [0.377, -4.696, 1.260], [1.194, -5.052, 1.549], [0.990, 4.391, 2.600], [-0.450, 4.318, 3.154], [0.418, 3.906, 3.236], [-2.571, -0.336, 1.903], [-3.578, -1.336, 2.103], [-3.508, -0.322, 2.187], [-2.960, -4.183, 1.102], [-3.457, -3.517, -0.244], [-3.706, -3.917, 0.581], [1.921, 1.304, 0.679], [1.726, 2.285, 1.942], [2.296, 2.037, 1.149], [2.026, -3.410, 3.864], [2.482, -1.935, 3.797], [1.969, -2.597, 3.365], [-1.315, 3.836, 0.301], [-2.325, 3.565, 1.321], [-1.404, 3.784, 1.259]],
  "de_lowest_kcal_mol": 121.4,
  "e_homo_ev": -8.1507,
  "homo_lumo_gap_ev": 8.013,
  "energy_ha": -1398.34044,
  "charge": 0
}


{
  "formula": "C5H4Br2N2O",
  "method": "ωB97M-V with the def2-TZVPD basis set",
  "elements": ["C", "C", "C", "C", "C", "N", "N", "O", "Br", "Br", "H", "H", "H", "H"],
  "positions_angstrom": [[0.647, 1.308, -0.320], [0.198, 0.045, -0.517], [-0.406, 0.262, 2.021], [-0.556, -0.566, 0.730], [0.363, -0.684, -1.737], [0.337, 2.112, 0.769], [-0.107, 1.616, 1.798], [-0.438, -0.272, 3.089], [-2.450, -0.510, 0.304], [-0.031, -2.431, 1.180], [1.131, 1.785, -1.095], [-0.139, -0.170, -2.575], [0.012, -1.709, -1.647], [1.435, -0.785, -2.000]],
  "de_lowest_kcal_mol": 15.0,
  "e_homo_ev": -9.3400,
  "homo_lumo_gap_ev": 7.560,
  "energy_ha": -5525.61364,
  "charge": 0
}


{
  "formula": "C5H4Br2O2",
  "method": "ωB97M-V with the def2-TZVPD basis set",
  "elements": ["C", "C", "C", "C", "C", "O", "O", "Br", "Br", "H", "H", "H", "H"],
  "positions_angstrom": [[0.075, -1.681, 0.838], [0.402, -0.232, 1.045], [0.799, -2.589, 1.666], [1.030, 0.059, 2.170], [0.239, 0.678, -0.087], [-0.429, -2.468, 2.030], [1.816, -2.872, 2.120], [1.818, 1.888, 2.426], [1.317, -0.686, 3.926], [-0.271, -2.154, -0.047], [0.974, 0.569, -0.838], [0.423, 1.701, 0.257], [-0.794, 0.489, -0.478]],
  "de_lowest_kcal_mol": 45.6,
  "e_homo_ev": -9.5538,
  "homo_lumo_gap_ev": 9.866,
  "energy_ha": -5491.32165,
  "charge": 0
}


{
  "formula": "C5H4BrClN2O2",
  "method": "ωB97M-V with the def2-TZVPD basis set",
  "elements": ["O", "N", "O", "C", "C", "C", "C", "Cl", "N", "C", "H", "H", "H", "Br", "H"],
  "positions_angstrom": [[-2.627, -0.889, -0.206], [-1.462, -1.192, -0.236], [-0.998, -2.284, -0.405], [-0.480, -0.122, -0.151], [-0.808, 1.131, 0.193], [0.199, 2.098, -0.005], [1.432, 1.700, -0.498], [2.683, 2.922, -0.612], [1.682, 0.491, -0.944], [0.774, -0.440, -0.714], [-1.836, 1.596, 0.523], [0.037, 3.073, 0.387], [0.940, -1.378, -1.279], [0.845, -3.229, 2.350], [-0.381, -3.477, 1.599]],
  "de_lowest_kcal_mol": 0.0,
  "e_homo_ev": -10.2685,
  "homo_lumo_gap_ev": 9.348,
  "smiles": "O=[N+]([O-])c1ccc(Cl)nc1.Br",
  "energy_ha": -3487.01805,
  "charge": 0
}